32
Properties=species:S:1:pos:R:3:forces:R:3:lowdin_charge:R:1 method="wB97M-V/def2-TZVPD" max_force_ev_per_a=5.73 charge=-1 lumo_energy_ha=0.1005 multiplicity=1 de_lowest_ev=2.560 energy_ha=-715.1480 molar_mass_g_mol=176.98
B -0.24351 -0.44331 -0.56164 -0.7643 0.0465 2.0760 -0.382
H 0.72793 0.34917 -0.54023 -0.4251 -0.5553 0.1946 -0.047
H 0.05473 -1.60636 -0.77031 0.2892 -0.1464 -0.3016 -0.075
H -0.85574 -0.59182 0.79534 0.9695 0.6015 -2.2627 0.023
H -1.06601 -0.06357 -1.39936 -0.0144 -0.0900 0.3407 -0.055
O 0.82498 1.48143 -3.37229 -3.6317 -0.2179 -0.3712 -0.060
H 1.65142 1.53219 -2.99079 2.6874 0.1068 1.3611 -0.034
H 0.20208 1.32992 -2.61020 0.9225 0.0141 -0.9708 0.022
O -3.87229 2.34634 -0.28822 -1.5870 3.4244 0.4365 -0.021
H -3.31101 1.65384 -0.48061 1.2669 -2.7550 -0.3855 -0.021
H -4.76641 2.11414 -0.03826 0.3425 -0.7495 -0.0572 0.033
O 1.04998 -1.00537 2.90231 -0.3510 2.3141 2.3202 -0.027
H 1.35894 -1.80320 3.26317 0.5353 -1.5938 -0.3410 0.002
H 0.89526 -0.90929 1.99158 -0.3087 -0.6627 -2.0010 -0.052
O 2.69400 -2.17432 0.08507 1.4707 0.3874 -0.4602 -0.027
H 2.36305 -2.82682 0.65403 0.4642 -1.9710 2.0204 0.023
H 1.82808 -1.97544 -0.19575 -2.0926 1.6827 -1.8046 -0.043
O 3.66721 0.54028 0.07442 -0.4278 -2.1020 -0.7903 -0.119
H 3.69897 1.03391 -0.76324 -0.1297 -0.7197 0.3357 0.027
H 3.38760 -0.44581 -0.12282 0.6951 2.7697 0.4599 0.057
O 2.26291 2.47347 1.72848 -1.1273 0.0039 1.1963 -0.055
H 1.91408 1.57193 1.63275 0.4151 0.2209 -0.1243 0.036
H 2.69090 2.68457 0.92054 0.7712 -0.1830 -1.0509 0.006
O -3.38543 -1.55913 1.99013 -3.6096 -4.2272 1.3805 -0.090
H -2.52916 -1.58627 1.69400 3.8275 0.8729 -1.4201 -0.087
H -3.49707 -2.60930 2.04662 -0.2162 3.4552 -0.0219 0.106
O -2.36898 -3.04109 -2.33305 -2.5688 -1.9066 -2.4371 -0.071
H -2.95147 -2.57717 -2.99608 1.5335 -0.1731 1.6279 0.067
H -1.81890 -2.51015 -1.81557 1.1268 2.1640 0.8659 -0.051
O -0.41680 3.16580 0.53842 3.6865 2.6407 1.4272 -0.099
H 0.60633 3.05830 0.75163 -3.3863 -0.3092 -0.5204 0.062
H -0.79569 2.39313 0.20995 -0.3633 -2.3423 -0.7223 -0.051